[1]
Here is an isolated molecule of C17H14INO from OMol25. Energies are from wB97M-V/def2-TZVPD.

energy above the lowest of the compared OMol25 structures with the same formula, charge and spin	0.00	kJ/mol
SMILES	CN(C)c1ccc(C#CC(=O)c2ccc(I)cc2)cc1
LUMO	-0.32	eV

Structure (XYZ):
```
34
C17H14INO wB97M-V/def2-TZVPD
C 4.857 -1.329 -2.591
N 4.346 -0.627 -1.377
C 5.369 -0.081 -0.436
C 2.981 -0.269 -1.279
C 2.615 0.640 -0.249
C 1.320 1.042 -0.161
C 0.354 0.564 -1.070
C -1.017 0.812 -0.842
C -2.130 1.079 -0.453
C -3.463 1.401 -0.065
O -3.937 2.377 -0.615
C -4.061 0.717 1.118
C -5.288 1.143 1.617
C -5.884 0.468 2.708
C -5.250 -0.575 3.337
I -6.112 -1.433 5.269
C -4.022 -1.024 2.826
C -3.417 -0.438 1.688
C 0.749 -0.239 -2.124
C 2.059 -0.652 -2.225
H 4.592 -0.783 -3.518
H 4.470 -2.361 -2.622
H 5.977 -1.377 -2.549
H 5.527 1.003 -0.590
H 6.340 -0.534 -0.578
H 5.069 -0.269 0.585
H 3.274 0.999 0.527
H 1.039 1.698 0.664
H -5.806 1.984 1.245
H -6.875 0.778 3.039
H -3.592 -1.930 3.245
H -2.474 -0.879 1.332
H 0.006 -0.634 -2.796
H 2.382 -1.268 -3.062
```

Partial charges, Löwdin, in e: atom 1 (C): -0.069, atom 2 (N): -0.177, atom 3 (C): -0.064, atom 4 (C): -0.220, atom 5 (C): -0.025, atom 6 (C): -0.029, atom 7 (C): -0.251, atom 8 (C): 0.053, atom 9 (C): 0.074, atom 10 (C): -0.380, atom 11 (O): 0.106, atom 12 (C): -0.140, atom 13 (C): 0.001, atom 14 (C): -0.140, atom 15 (C): -0.567, atom 16 (I): 0.664, atom 17 (C): -0.132, atom 18 (C): 0.009, atom 19 (C): -0.031, atom 20 (C): -0.036, atom 21 (H): 0.086, atom 22 (H): 0.085, atom 23 (H): 0.087, atom 24 (H): 0.093, atom 25 (H): 0.070, atom 26 (H): 0.073, atom 27 (H): 0.098, atom 28 (H): 0.125, atom 29 (H): 0.108, atom 30 (H): 0.098, atom 31 (H): 0.092, atom 32 (H): 0.120, atom 33 (H): 0.119, atom 34 (H): 0.102



[2]
Here is a structure of composition C17H14N4ReS6SbTe from OMol25. Energies are from wB97M-V/def2-TZVPD.

energy above the lowest of the compared OMol25 structures with the same formula, charge and spin	0.00	kJ/mol
total charge	+2
LUMO (spin up / spin down)	-8.48 / -8.49	eV

Structure (XYZ):
```
44
C17H14N4ReS6SbTe wB97M-V/def2-TZVPD
Re -0.302 -0.248 0.503
S 1.975 -0.189 0.333
C 2.180 1.489 -0.012
N 3.359 2.115 -0.394
N 4.493 1.758 -0.001
C 4.955 0.949 1.073
C 4.235 0.809 2.257
C 4.796 0.059 3.271
C 6.043 -0.540 3.099
C 6.762 -0.361 1.924
C 6.227 0.406 0.905
N 1.135 2.247 -0.184
N -0.025 1.663 0.017
C -1.119 2.603 -0.070
C -2.404 2.174 -0.384
C -3.438 3.095 -0.434
C -3.196 4.434 -0.167
C -1.908 4.855 0.141
C -0.865 3.949 0.187
H 5.244 2.212 -0.529
H 3.295 1.321 2.413
H 4.272 -0.045 4.209
H 6.466 -1.128 3.900
H 7.739 -0.805 1.806
H 6.783 0.574 -0.009
H -2.608 1.147 -0.636
H -4.433 2.761 -0.690
H -4.004 5.149 -0.210
H -1.714 5.896 0.353
H 0.134 4.280 0.426
S -4.126 0.357 3.169
Sb -2.597 -1.152 3.512
S -2.302 -1.417 0.201
S -0.512 0.008 2.700
S -2.121 -3.158 4.209
Te -0.703 -2.253 -1.311
C -0.038 -3.931 -0.303
C -0.345 -4.306 0.980
C 0.144 -5.599 1.272
C 0.791 -6.168 0.213
S 0.813 -5.157 -1.157
H -0.886 -3.691 1.685
H 0.015 -6.089 2.224
H 1.261 -7.136 0.168
```

Partial charges, Löwdin, in e: atom 1 (Re): 0.402, atom 2 (S): 0.674, atom 3 (C): -0.705, atom 4 (N): 0.172, atom 5 (N): 0.108, atom 6 (C): -0.230, atom 7 (C): -0.054, atom 8 (C): -0.033, atom 9 (C): -0.018, atom 10 (C): -0.028, atom 11 (C): 0.012, atom 12 (N): 0.041, atom 13 (N): -0.227, atom 14 (C): -0.254, atom 15 (C): -0.059, atom 16 (C): -0.054, atom 17 (C): -0.044, atom 18 (C): -0.044, atom 19 (C): -0.014, atom 20 (H): 0.195, atom 21 (H): 0.112, atom 22 (H): 0.123, atom 23 (H): 0.125, atom 24 (H): 0.126, atom 25 (H): 0.131, atom 26 (H): 0.039, atom 27 (H): 0.118, atom 28 (H): 0.119, atom 29 (H): 0.119, atom 30 (H): 0.110, atom 31 (S): 0.059, atom 32 (Sb): 0.226, atom 33 (S): -0.024, atom 34 (S): 0.097, atom 35 (S): 0.060, atom 36 (Te): 1.108, atom 37 (C): -0.965, atom 38 (C): -0.231, atom 39 (C): -0.149, atom 40 (C): -0.366, atom 41 (S): 0.995, atom 42 (H): 0.024, atom 43 (H): 0.120, atom 44 (H): 0.088



[3]
Here is an isolated molecule of C17H14N4S from OMol25. Energies are from wB97M-V/def2-TZVPD.

energy above the lowest of the compared OMol25 structures with the same formula, charge and spin	0.00	kJ/mol
SMILES	CCSc1cccc2nc(-c3cnc4ccccc4n3)[nH]c12
LUMO	-0.85	eV

Structure (XYZ):
```
36
C17H14N4S wB97M-V/def2-TZVPD
C -1.353 -0.947 -5.840
C -2.126 -0.303 -4.672
S -1.694 -1.083 -3.074
C -2.493 -0.055 -1.846
C -3.762 0.474 -2.036
C -4.327 1.350 -1.087
C -3.690 1.568 0.114
C -2.424 1.021 0.332
N -1.568 1.176 1.423
C -0.474 0.493 1.152
C 0.771 0.345 1.967
C 0.813 1.052 3.191
N 1.846 0.995 4.036
C 2.874 0.227 3.659
C 3.997 0.097 4.488
C 5.059 -0.773 4.133
C 5.032 -1.459 2.910
C 3.945 -1.347 2.070
C 2.848 -0.504 2.406
N 1.806 -0.443 1.550
N -0.605 -0.100 -0.089
C -1.826 0.210 -0.638
H -1.648 -0.573 -6.816
H -1.564 -2.018 -5.820
H -0.278 -0.785 -5.706
H -3.222 -0.414 -4.816
H -1.872 0.753 -4.581
H -4.294 0.344 -2.967
H -5.293 1.830 -1.252
H -4.106 2.214 0.862
H -0.087 1.626 3.455
H 3.986 0.694 5.415
H 5.890 -0.882 4.830
H 5.811 -2.172 2.637
H 3.911 -1.914 1.147
H 0.118 -0.698 -0.537
```

Partial charges, Löwdin, in e: atom 1 (C): -0.167, atom 2 (C): -0.536, atom 3 (S): 0.906, atom 4 (C): -0.467, atom 5 (C): -0.099, atom 6 (C): -0.084, atom 7 (C): -0.024, atom 8 (C): -0.221, atom 9 (N): 0.163, atom 10 (C): -0.249, atom 11 (C): -0.146, atom 12 (C): -0.048, atom 13 (N): 0.133, atom 14 (C): -0.247, atom 15 (C): -0.008, atom 16 (C): -0.064, atom 17 (C): -0.089, atom 18 (C): -0.020, atom 19 (C): -0.209, atom 20 (N): 0.174, atom 21 (N): 0.147, atom 22 (C): -0.218, atom 23 (H): 0.068, atom 24 (H): 0.064, atom 25 (H): 0.070, atom 26 (H): 0.071, atom 27 (H): 0.074, atom 28 (H): 0.095, atom 29 (H): 0.106, atom 30 (H): 0.106, atom 31 (H): 0.118, atom 32 (H): 0.119, atom 33 (H): 0.102, atom 34 (H): 0.107, atom 35 (H): 0.110, atom 36 (H): 0.163



[4]
Here is a cluster of 2 separate species, C17H15Cl2F3N in total from OMol25. Energies are from wB97M-V/def2-TZVPD.

total charge	+1
LUMO	-6.05	eV

Structure (XYZ):
```
38
C17H15Cl2F3N wB97M-V/def2-TZVPD
Cl -6.215 2.670 -1.127
C -4.701 1.908 -0.937
C -4.631 0.504 -0.876
C -3.393 -0.116 -0.746
C -2.188 0.630 -0.711
C -0.928 -0.060 -0.684
C 0.299 0.601 -0.794
C 1.545 -0.007 -0.769
C 2.798 0.687 -0.874
C 4.010 -0.053 -0.944
C 5.247 0.577 -1.017
C 5.309 1.981 -1.032
Cl 6.831 2.757 -1.116
C 4.131 2.747 -0.983
C 2.893 2.107 -0.904
C -2.291 2.053 -0.730
C -3.528 2.683 -0.873
H -5.541 -0.084 -0.951
H -3.330 -1.202 -0.694
H -0.955 -1.152 -0.704
H 0.274 1.682 -0.933
H 1.592 -1.098 -0.698
H 3.957 -1.139 -0.940
H 6.165 0.000 -1.073
H 4.196 3.833 -1.013
H 1.985 2.710 -0.856
H -1.394 2.669 -0.660
H -3.595 3.767 -0.948
F 0.122 -4.920 3.419
C -0.888 -4.065 3.068
F -1.938 -4.815 2.620
F -1.302 -3.419 4.209
C -0.434 -3.063 2.037
N -1.449 -2.055 1.708
H 0.489 -2.627 2.450
H -0.241 -3.664 1.143
H -1.928 -1.797 2.572
H -0.970 -1.229 1.360
```

Partial charges, Löwdin, in e: atom 1 (Cl): 0.773, atom 2 (C): -0.643, atom 3 (C): -0.064, atom 4 (C): 0.010, atom 5 (C): -0.203, atom 6 (C): 0.027, atom 7 (C): -0.058, atom 8 (C): 0.052, atom 9 (C): -0.202, atom 10 (C): 0.006, atom 11 (C): -0.068, atom 12 (C): -0.641, atom 13 (Cl): 0.765, atom 14 (C): -0.065, atom 15 (C): 0.012, atom 16 (C): 0.014, atom 17 (C): -0.065, atom 18 (H): 0.119, atom 19 (H): 0.126, atom 20 (H): 0.127, atom 21 (H): 0.093, atom 22 (H): 0.136, atom 23 (H): 0.125, atom 24 (H): 0.118, atom 25 (H): 0.119, atom 26 (H): 0.115, atom 27 (H): 0.114, atom 28 (H): 0.119, atom 29 (F): 0.120, atom 30 (C): -0.565, atom 31 (F): 0.123, atom 32 (F): 0.107, atom 33 (C): -0.166, atom 34 (N): 0.032, atom 35 (H): 0.134, atom 36 (H): 0.128, atom 37 (H): 0.088, atom 38 (H): 0.037



[5]
Here is a structure of composition C17H15Cl2NaO3S3 from OMol25. Energies are from wB97M-V/def2-TZVPD.

energy above the lowest of the compared OMol25 structures with the same formula, charge and spin	50.88	kJ/mol
total charge	-2
LUMO	3.77	eV

Structure (XYZ):
```
41
C17H15Cl2NaO3S3 wB97M-V/def2-TZVPD
Na -0.025 0.502 -0.174
Cl 1.332 7.056 3.615
C 0.854 5.468 3.033
C 0.381 4.517 3.949
C 0.008 3.284 3.503
Cl -0.582 2.119 4.655
C 0.069 2.863 2.111
O -0.281 1.720 1.764
C 0.556 3.895 1.224
C 0.671 3.716 -0.212
O 0.410 2.743 -0.891
C 0.935 5.158 1.706
H 0.312 4.756 5.002
H 1.047 4.629 -0.727
H 1.296 5.897 0.999
S 0.011 -3.430 -2.826
C 1.444 -2.460 -3.128
C 1.940 -2.439 -4.448
C 3.074 -1.746 -4.837
C 3.779 -1.019 -3.886
C 3.314 -1.011 -2.579
C 2.165 -1.699 -2.158
S 1.752 -1.560 -0.440
H 1.382 -3.011 -5.181
H 3.399 -1.773 -5.874
H 4.674 -0.463 -4.152
H 3.849 -0.447 -1.824
O -1.549 -1.069 -0.743
S -1.296 -2.437 -0.167
C -2.917 -3.267 -0.386
C -3.827 -2.816 0.744
C -2.955 -2.906 1.993
C -1.661 -2.182 1.639
H -2.727 -4.344 -0.350
H -3.233 -2.999 -1.392
H -4.734 -3.423 0.821
H -4.126 -1.778 0.576
H -2.750 -3.960 2.207
H -3.432 -2.479 2.879
H -0.794 -2.503 2.216
H -1.767 -1.101 1.739
```

Partial charges, Löwdin, in e: atom 1 (Na): 0.264, atom 2 (Cl): 0.571, atom 3 (C): -0.690, atom 4 (C): -0.159, atom 5 (C): -0.578, atom 6 (Cl): 0.651, atom 7 (C): -0.412, atom 8 (O): -0.054, atom 9 (C): -0.123, atom 10 (C): -0.224, atom 11 (O): 0.028, atom 12 (C): -0.103, atom 13 (H): 0.094, atom 14 (H): 0.114, atom 15 (H): 0.101, atom 16 (S): 0.322, atom 17 (C): -0.774, atom 18 (C): -0.200, atom 19 (C): -0.172, atom 20 (C): -0.170, atom 21 (C): -0.195, atom 22 (C): -0.727, atom 23 (S): 0.424, atom 24 (H): 0.059, atom 25 (H): 0.068, atom 26 (H): 0.068, atom 27 (H): 0.065, atom 28 (O): -0.603, atom 29 (S): 0.761, atom 30 (C): -0.334, atom 31 (C): -0.262, atom 32 (C): -0.259, atom 33 (C): -0.300, atom 34 (H): 0.087, atom 35 (H): 0.085, atom 36 (H): 0.097, atom 37 (H): 0.109, atom 38 (H): 0.102, atom 39 (H): 0.100, atom 40 (H): 0.082, atom 41 (H): 0.085